Formula: C17H47N13O24
Source: OMol25
Level of theory: the ωB97M-V functional and the def2-TZVPD basis

Geometry as ORCA input:
```
! RIJCOSX wB97M-V def2-TZVPD def2/J DEFGRID3
* xyz 0 1
O 3.42 -5.87 2.75
O -0.83 0.87 1.99
O -3.79 1.10 -0.76
O 1.79 3.91 4.28
O 1.81 -5.06 3.85
O 0.35 -1.71 4.51
O -2.38 -3.89 -0.65
O -0.06 -2.60 2.63
O -3.42 -3.21 -2.42
O 0.06 -0.78 -2.79
O -4.19 0.15 -2.65
O 5.22 4.93 0.44
O 2.19 -0.08 2.01
O -2.18 5.09 2.51
O -6.29 0.05 0.31
O 3.23 2.45 4.83
O 4.37 1.90 -3.80
O 3.49 2.70 -2.02
O -2.37 4.08 0.64
O 2.73 -1.72 0.71
O -1.05 -2.66 -5.70
O -0.92 -0.52 -5.99
O -5.04 -0.64 1.90
O 5.75 2.90 0.98
N 1.57 0.73 -3.36
N 5.01 3.87 0.96
N -2.55 4.15 1.85
N 4.49 2.36 -2.67
N -1.46 -1.53 -5.60
N 2.33 -5.38 2.82
N 2.08 2.82 4.69
N 2.62 -1.20 1.80
N -0.78 0.33 -0.21
N -5.53 -0.70 0.78
N -2.45 -3.67 -1.82
N -0.43 -2.05 3.63
N -4.08 1.13 -1.94
C -1.86 -1.75 3.80
C 0.36 2.34 0.45
C 1.03 1.78 5.02
C -3.07 2.93 2.52
C 1.19 -0.52 -3.12
C -1.57 -0.84 -0.09
C -0.46 1.10 0.86
C 1.71 -4.95 1.51
C 3.06 -1.97 3.01
C -1.15 -3.91 -2.55
C -4.20 2.48 -2.58
C 5.90 2.48 -2.12
C 3.72 3.70 1.73
C -2.70 -1.39 -4.82
C 0.58 1.81 -3.44
C -5.05 -1.84 -0.08
C 2.27 -1.53 -3.01
H -0.05 1.82 -2.55
H 6.04 3.39 -1.54
H -2.12 -0.89 3.15
H -3.36 -0.65 -5.31
H -3.49 2.24 1.74
H 1.33 2.08 0.10
H 4.15 -2.21 2.92
H -0.19 2.84 -0.36
H -1.41 -4.37 -3.45
H 0.40 2.95 1.36
H 2.31 -4.03 1.18
H -3.62 2.52 -3.45
H 6.08 1.62 -1.48
H -2.34 -0.97 -3.85
H -0.92 -1.72 0.08
H 0.75 -4.64 1.85
H 2.52 0.97 -3.56
H 0.04 2.20 4.80
H 1.16 2.70 -3.39
H -0.63 -2.94 -2.67
H 6.55 2.43 -2.94
H 3.19 2.86 1.34
H -5.91 -2.29 -0.60
H -0.46 0.50 -1.14
H 1.29 1.33 5.99
H 3.16 4.66 1.86
H 1.23 1.02 4.19
H 2.52 -2.86 3.07
H -3.92 3.17 -1.72
H 2.86 -1.38 3.90
H -2.55 -2.56 3.50
H 1.73 -5.91 0.96
H -2.05 -1.61 4.87
H 1.83 -2.56 -3.06
H -2.09 -1.12 -0.94
H -0.61 -4.44 -1.75
H -4.47 -1.38 -0.87
H -4.54 -2.56 0.53
H -2.21 -0.82 0.78
H -3.17 -2.35 -4.69
H 4.07 3.43 2.76
H 2.81 -1.45 -3.96
H -3.80 3.26 3.22
H -2.21 2.42 2.92
H 2.93 -1.25 -2.19
H -0.01 1.76 -4.37
H -5.32 2.60 -2.81
*
```

- Strongest force on any atom: 4.123 eV Å⁻¹
- Highest occupied orbital energy: -9.5 eV
- Electronic energy: -3192.5125 Eh